(1)
Density functional theory data (wB97M-V/def2-TZVPD) for a cluster of 2 separate species, C9H14 in total.

Properties
- SMILES = Cc1ccccc1.CC

Geometry as XYZ:
```
23
Properties=species:S:1:pos:R:3:mulliken_charge:R:1
C -1.07 -3.50 -1.40 -1.23
C -0.69 -2.29 -0.52 0.59
C 0.41 -2.21 0.33 -0.34
C 0.56 -1.13 1.20 -0.45
C -0.35 -0.08 1.26 -0.58
C -1.56 -0.16 0.39 -0.60
C -1.65 -1.29 -0.48 -0.33
H -2.06 -3.55 -1.81 0.34
H -1.09 -4.36 -0.69 0.29
H -0.34 -3.62 -2.22 0.27
H 1.05 -3.00 0.42 0.48
H 1.36 -1.28 1.94 0.27
H -0.20 0.81 1.77 0.52
H -2.35 0.57 0.35 0.40
H -2.46 -1.25 -1.12 0.36
C 1.98 4.61 -0.97 -0.76
C 1.59 4.33 0.61 -0.62
H 1.53 3.68 -1.44 0.24
H 1.48 5.46 -1.31 0.28
H 3.06 4.47 -1.18 0.25
H 1.03 3.31 0.54 0.04
H 1.35 5.27 1.12 0.31
H 2.38 3.84 1.18 0.27
```

=====

(2)
Density functional theory data (wB97M-V/def2-TZVPD) for a cluster of 2 separate species, C9H14 in total.

Properties
- SMILES = Cc1ccccc1.CC

Geometry as XYZ:
```
23
Properties=species:S:1:pos:R:3:mulliken_charge:R:1
C 2.77 -1.36 1.31 -1.38
C 2.01 -0.38 0.47 0.84
C 2.38 0.94 0.46 -0.46
C 1.64 1.90 -0.24 -0.46
C 0.44 1.51 -0.81 -0.57
C 0.13 0.16 -0.93 -0.47
C 0.89 -0.78 -0.26 -0.39
H 2.08 -1.80 2.02 0.30
H 3.65 -0.96 1.79 0.36
H 3.19 -2.23 0.79 0.33
H 3.29 1.32 0.92 0.29
H 2.10 2.84 -0.53 0.34
H -0.26 2.23 -1.23 0.38
H -0.76 -0.15 -1.44 0.47
H 0.63 -1.83 -0.30 0.36
C -3.76 -0.05 -0.37 -0.48
C -4.57 -1.25 0.15 -0.88
H -2.78 -0.35 -0.72 -0.04
H -4.28 0.41 -1.19 0.32
H -3.66 0.76 0.35 0.30
H -4.42 -2.17 -0.39 0.31
H -5.63 -0.97 0.19 0.28
H -4.27 -1.38 1.20 0.25
```

=====

(3)
Density functional theory data (wB97M-V/def2-TZVPD) for a cluster of 2 separate species, C9H14 in total.

Properties
- SMILES = Cc1ccccc1.CC

Geometry as XYZ:
```
23
Properties=species:S:1:pos:R:3:mulliken_charge:R:1
C 2.67 -1.55 -1.53 -1.28
C 1.33 -0.78 -1.48 0.96
C 1.24 0.53 -1.08 -0.40
C 0.06 1.19 -0.79 -0.48
C -1.11 0.48 -1.00 -0.50
C -1.02 -0.91 -1.28 -0.44
C 0.19 -1.59 -1.54 -0.66
H 2.90 -1.91 -0.44 0.25
H 3.60 -0.92 -1.66 0.35
H 2.60 -2.39 -2.29 0.33
H 2.29 1.02 -0.98 0.14
H 0.11 2.20 -0.54 0.57
H -2.17 0.99 -0.86 0.25
H -1.89 -1.44 -1.39 0.45
H 0.33 -2.61 -1.61 0.44
C -1.92 1.66 2.98 -0.57
C -1.16 0.67 3.91 -0.72
H -2.93 1.17 2.82 0.21
H -2.10 2.59 3.50 0.31
H -1.42 1.81 2.06 0.06
H -1.40 0.94 4.98 0.25
H -1.55 -0.41 3.64 0.21
H -0.14 0.82 3.67 0.25
```

=====

Energy comparison, zero being the most stable, in kcal/mol: (1) 34.6; (2) 0.0; (3) 21.5.

=====

(1)
Density functional theory data (wB97M-V/def2-TZVPD) for a cluster of 2 separate species, C9H14 in total.

Properties
- SMILES = Cc1ccccc1.CC

Geometry as XYZ:
```
23
Properties=species:S:1:pos:R:3:mulliken_charge:R:1
C 0.84 1.75 1.30 -1.55
C 1.14 1.06 0.00 0.86
C 1.95 -0.08 0.00 -0.35
C 2.22 -0.73 -1.20 -0.52
C 1.66 -0.29 -2.38 -0.38
C 0.89 0.87 -2.39 -0.50
C 0.68 1.56 -1.21 -0.32
H 1.01 1.15 2.19 0.34
H -0.21 2.07 1.36 0.33
H 1.45 2.65 1.39 0.39
H 2.12 -0.57 0.96 0.30
H 2.84 -1.62 -1.18 0.34
H 1.88 -0.83 -3.29 0.37
H 0.53 1.22 -3.35 0.37
H -0.04 2.38 -1.17 0.31
C -1.68 -1.03 1.13 -0.66
C -3.08 -1.66 1.14 -1.01
H -1.27 -0.67 2.07 0.30
H -0.96 -1.76 0.77 0.27
H -1.67 -0.17 0.45 0.22
H -3.07 -2.66 1.57 0.31
H -3.75 -1.01 1.71 0.29
H -3.49 -1.64 0.13 0.29
```

=====

(2)
Density functional theory data (wB97M-V/def2-TZVPD) for a cluster of 2 separate species, C9H14 in total.

Properties
- SMILES = Cc1ccccc1.CC

Geometry as XYZ:
```
23
Properties=species:S:1:pos:R:3:mulliken_charge:R:1
C 1.46 -1.10 -2.70 -1.15
C 1.28 -0.49 -1.36 0.98
C 1.59 0.86 -1.20 -1.01
C 1.44 1.52 0.03 -0.41
C 0.86 0.87 1.11 -0.81
C 0.65 -0.45 0.90 -0.01
C 0.89 -1.17 -0.24 -0.73
H 1.45 -0.23 -3.49 0.31
H 0.54 -1.75 -2.98 0.29
H 2.33 -1.79 -2.73 0.29
H 2.06 1.46 -1.79 0.59
H 1.77 2.57 0.09 0.34
H 0.46 1.27 2.08 0.50
H 0.51 -0.96 1.87 0.52
H 0.76 -2.31 -0.18 0.25
C -2.09 0.71 0.84 -0.95
C -2.38 -0.43 1.77 -0.65
H -1.65 0.53 -0.13 0.23
H -2.97 1.21 0.52 0.47
H -1.52 1.49 1.36 0.24
H -2.93 -1.16 1.29 0.29
H -3.06 0.01 2.61 0.26
H -1.43 -0.65 2.35 0.16
```

=====

(3)
Density functional theory data (wB97M-V/def2-TZVPD) for a cluster of 2 separate species, C9H14 in total.

Properties
- SMILES = Cc1ccccc1.CC

Geometry as XYZ:
```
23
Properties=species:S:1:pos:R:3:mulliken_charge:R:1
C -0.05 3.05 -0.02 -1.37
C 0.82 1.90 -0.49 0.86
C 1.22 0.98 0.47 -0.47
C 1.88 -0.19 0.13 -0.44
C 2.09 -0.46 -1.23 -0.51
C 1.55 0.39 -2.21 -0.37
C 0.99 1.59 -1.86 -0.42
H -1.09 2.80 -0.29 0.27
H 0.14 3.92 -0.65 0.38
H -0.06 3.07 1.06 0.34
H 1.25 1.21 1.54 0.27
H 2.27 -0.95 0.79 0.40
H 2.45 -1.43 -1.54 0.34
H 1.62 0.09 -3.27 0.36
H 0.58 2.18 -2.67 0.35
C -1.56 -2.00 0.57 -0.51
C -2.30 -2.54 1.85 -0.90
H -2.25 -1.91 -0.25 0.37
H -1.11 -1.09 0.95 0.03
H -0.84 -2.78 0.41 0.22
H -2.05 -1.90 2.71 0.27
H -2.14 -3.57 2.15 0.27
H -3.38 -2.37 1.86 0.26
```

=====

(4)
Density functional theory data (wB97M-V/def2-TZVPD) for a cluster of 2 separate species, C9H14 in total.

Properties
- SMILES = Cc1ccccc1.CC

Geometry as XYZ:
```
23
Properties=species:S:1:pos:R:3:mulliken_charge:R:1
C 0.79 -2.19 1.50 -1.38
C 1.22 -0.98 0.65 0.67
C 1.83 0.07 1.29 -0.59
C 1.89 1.32 0.66 -0.36
C 1.51 1.44 -0.66 -0.55
C 0.98 0.35 -1.34 -0.55
C 0.98 -0.89 -0.73 -0.49
H 0.10 -1.79 2.25 0.33
H 1.73 -2.43 2.02 0.40
H 0.20 -2.89 0.91 0.33
H 2.09 -0.03 2.34 0.36
H 2.33 2.18 1.15 0.40
H 1.53 2.40 -1.15 0.37
H 0.44 0.46 -2.29 0.69
H 0.89 -1.80 -1.32 0.36
C -1.96 1.17 -1.11 -0.35
C -2.55 -0.01 -0.27 -0.94
H -1.13 0.86 -1.72 -0.18
H -2.76 1.59 -1.73 0.39
H -1.80 1.90 -0.32 0.22
H -2.74 -0.96 -0.77 0.28
H -2.01 -0.15 0.65 0.22
H -3.55 0.37 0.01 0.36
```

=====

Energy comparison, zero being the most stable, in kcal/mol: (1) 0.0; (2) 40.6; (3) 15.3; (4) 21.6.

=====

(1)
Density functional theory data (wB97M-V/def2-TZVPD) for an isolated molecule of C10H11NOS.

Properties
- SMILES = CSc1ccc(/C=C\NC=O)cc1

Geometry as XYZ:
```
24
Properties=species:S:1:pos:R:3:mulliken_charge:R:1
C -1.32 3.90 -2.05 -0.74
S 0.40 3.61 -1.40 -0.03
C 0.21 1.79 -1.04 -0.05
C 0.40 1.20 0.22 -0.14
C -0.05 -0.03 0.46 -0.42
C -0.46 -0.98 -0.46 0.78
C -0.71 -2.35 0.05 -0.96
C -0.18 -2.91 1.11 -0.29
N 0.80 -2.37 1.92 -0.16
C 1.11 -2.97 3.14 0.14
O 0.58 -4.09 3.26 -0.53
C -0.63 -0.50 -1.78 -0.56
C -0.34 0.89 -2.04 -0.18
H -1.35 5.10 -2.02 0.28
H -1.39 3.27 -2.94 0.27
H -2.25 3.63 -1.29 0.26
H 0.47 1.82 1.19 0.24
H -0.04 -0.29 1.61 0.47
H -1.36 -2.88 -0.52 0.46
H -0.39 -4.04 1.24 0.23
H 1.26 -1.47 1.62 0.39
H 1.69 -2.46 4.15 0.27
H -1.02 -0.87 -2.91 0.13
H -0.55 1.50 -3.03 0.15
```

=====

(2)
Density functional theory data (wB97M-V/def2-TZVPD) for an isolated molecule of C10H11NOS.

Properties
- SMILES = C[C@@]1(O)CC=CC=C1c1nccs1

Geometry as XYZ:
```
24
Properties=species:S:1:pos:R:3:mulliken_charge:R:1
C -0.97 1.10 -1.27 -1.60
C -0.99 0.65 0.18 1.12
O -0.67 1.53 1.18 -0.60
C -2.32 0.10 0.53 -0.92
C -2.58 -1.41 0.39 -0.50
C -1.55 -2.24 0.21 -0.51
C -0.15 -1.90 0.25 -0.52
C 0.23 -0.58 0.11 0.09
C 1.52 -0.10 0.17 0.41
N 1.88 1.11 0.22 -0.25
C 3.23 1.27 0.20 -0.76
C 3.92 0.16 -0.13 -0.06
S 2.89 -1.17 -0.23 -0.16
H -1.64 1.81 -1.55 0.57
H -1.43 0.24 -1.88 0.36
H 0.03 1.39 -1.66 0.33
H -0.07 2.17 0.83 0.39
H -2.92 0.78 0.00 0.38
H -2.33 0.36 1.61 0.36
H -3.67 -1.66 0.34 0.34
H -1.80 -3.31 0.22 0.34
H 0.69 -2.59 0.29 0.39
H 3.69 2.19 0.23 0.44
H 5.00 0.10 -0.26 0.39
```

=====

(3)
Density functional theory data (wB97M-V/def2-TZVPD) for an isolated molecule of C10H11NOS.

Properties
- SMILES = c1coc(CNCc2cccs2)c1

Geometry as XYZ:
```
24
Properties=species:S:1:pos:R:3:mulliken_charge:R:1
C 2.76 -1.63 0.40 -0.30
C 2.34 -1.41 -0.87 -0.59
O 1.90 -0.14 -1.02 -0.27
C 2.05 0.47 0.19 0.75
C 1.62 1.92 0.28 -1.12
N 0.19 2.16 0.45 -0.27
C -0.70 1.74 -0.63 -0.64
C -1.60 0.59 -0.28 0.39
C -2.94 0.65 -0.03 -0.64
C -3.52 -0.59 0.32 -0.49
C -2.59 -1.60 0.33 -0.41
S -1.03 -1.04 -0.09 -0.01
C 2.57 -0.40 1.09 -0.46
H 3.17 -2.57 0.80 0.39
H 2.27 -2.02 -1.73 0.48
H 1.96 2.45 -0.64 0.31
H 2.13 2.37 1.14 0.37
H -0.12 1.78 1.33 0.31
H -0.08 1.51 -1.50 0.27
H -1.36 2.58 -0.89 0.34
H -3.48 1.58 -0.09 0.39
H -4.55 -0.75 0.56 0.38
H -2.75 -2.65 0.55 0.40
H 2.79 -0.18 2.14 0.42
```

=====

Energy comparison, zero being the most stable, in kcal/mol: (1) 68.5; (2) 30.0; (3) 0.0.